Computed, not measured: a cluster of 25 separate species, C50H150O25 in total, with ωB97M-V with the def2-TZVPD basis set.

## Properties
Frontier orbital gap: 10.18 eV
2S+1: 1
ΔE to the lowest compared entry with this formula, charge and spin: 342.4 kJ/mol
Calculated total energy: -3875.7225 Ha

Each line ends with the Löwdin charge.
Atoms and positions in Å:
C1 -5.0739 3.7236 -5.5682  -0.0772
C2 -3.8403 3.1518 -6.2156  -0.3207
O1 -3.7659 1.7655 -5.9234  -0.1041
H1 -5.0941 3.5476 -4.4962  0.0550
H2 -5.9801 3.2956 -5.9993  0.0753
H3 -5.1257 4.8304 -5.6522  0.0843
H4 -2.9780 3.6097 -5.8175  0.0814
H5 -3.7959 3.2546 -7.2840  0.1092
H6 -3.0618 1.3813 -6.4499  0.0165
C3 3.5674 1.9474 0.5861  -0.0270
C4 4.3028 3.3751 0.4403  -0.3445
O2 3.9215 4.0872 -0.5975  -0.0603
H7 2.5764 1.9121 0.9579  0.0145
H8 4.1543 1.2945 1.2317  0.0572
H9 3.5547 1.4168 -0.3673  0.0451
H10 5.4203 3.2518 0.4804  0.1218
H11 4.1462 3.7552 1.4486  0.0776
H12 2.9806 4.3313 -0.6700  0.0490
C5 -1.7965 -6.1772 -3.5809  -0.0682
C6 -2.6322 -5.5049 -2.4975  -0.2235
O3 -1.7853 -4.6515 -1.5968  -0.1291
H13 -1.1056 -5.4583 -3.9788  0.0561
H14 -2.4162 -6.6734 -4.3693  0.0909
H15 -1.2136 -6.9272 -3.0746  0.0602
H16 -3.1642 -6.0878 -1.8214  0.0856
H17 -3.3842 -4.8572 -2.9775  0.1018
H18 -1.5107 -3.9314 -2.2051  0.0375
C7 3.7943 -1.2152 -1.5373  -0.0833
C8 3.2655 -2.5501 -1.0008  -0.3017
O4 2.6145 -2.5097 0.2531  -0.1061
H19 3.0090 -0.4884 -1.6865  0.0527
H20 4.2160 -1.3781 -2.5752  0.0874
H21 4.5716 -0.7739 -0.9546  0.0545
H22 4.1012 -3.2385 -0.9979  0.0954
H23 2.4931 -2.9236 -1.7316  0.1019
H24 3.2781 -2.6217 0.9786  0.0584
C9 -4.3970 -1.8003 -3.8364  -0.0555
C10 -3.7651 -0.6846 -3.1066  -0.2849
O5 -2.5050 -1.0837 -2.5475  -0.1233
H25 -5.1487 -1.3577 -4.4709  0.0806
H26 -4.8146 -2.5093 -3.1026  0.0896
H27 -3.6748 -2.2537 -4.5255  0.0692
H28 -4.2965 -0.2750 -2.2140  0.0994
H29 -3.5338 0.1145 -3.7795  0.0932
H30 -1.9574 -0.2971 -2.2991  0.0650
C11 2.4266 6.4880 -2.5307  -0.0827
C12 1.1730 5.9989 -1.7560  -0.3117
O6 1.4336 4.8036 -1.0617  -0.1194
H31 3.1864 6.6802 -1.7429  0.0709
H32 2.2878 7.4319 -3.0640  0.0668
H33 2.9432 5.7223 -3.1997  0.0925
H34 0.3527 5.9400 -2.5474  0.1056
H35 0.8968 6.7870 -1.0383  0.1130
H36 0.5459 4.3099 -1.0756  0.1022
C13 8.2697 0.6606 3.4193  -0.0791
C14 6.9714 0.9659 2.7160  -0.3535
O7 6.0813 -0.0685 2.9050  -0.0959
H37 9.0650 1.3865 3.2023  0.0711
H38 8.6611 -0.3785 3.2110  0.0947
H39 7.9945 0.7388 4.5182  0.0847
H40 7.1505 1.1478 1.6462  0.1113
H41 6.4159 1.8790 3.0294  0.1156
H42 5.4649 0.2317 3.5570  0.0313
C15 -5.9713 -1.8569 1.0706  -0.0835
C16 -4.7784 -1.0854 0.5920  -0.2501
O8 -4.6425 0.3013 1.1372  -0.1466
H43 -5.9087 -2.8491 0.6412  0.0786
H44 -6.8888 -1.4409 0.6416  0.0671
H45 -6.0731 -1.7730 2.1809  0.0893
H46 -4.8021 -0.9641 -0.4932  0.0901
H47 -3.8838 -1.5982 0.9338  0.0858
H48 -4.4867 0.2226 2.1387  0.0874
C17 1.5497 0.0422 2.6064  -0.0697
C18 1.2967 -0.7761 3.8635  -0.2925
O9 1.4486 -0.0155 5.0405  -0.0777
H49 2.5391 0.5285 2.6110  0.0650
H50 0.7347 0.7458 2.5914  0.0652
H51 1.5774 -0.6100 1.7019  0.0843
H52 2.0641 -1.5669 3.8187  0.1156
H53 0.2551 -1.1772 3.8777  0.1118
H54 1.1596 0.8618 4.9078  0.0765
C19 0.8629 -2.8410 7.4519  -0.0932
C20 -0.3581 -2.1171 6.9122  -0.3343
O10 -1.5038 -2.9477 6.6153  -0.0962
H55 0.6070 -3.3192 8.4406  0.0876
H56 1.6957 -2.1948 7.6464  0.0592
H57 1.2277 -3.6984 6.8384  0.0768
H58 -0.0980 -1.4641 6.0574  0.0685
H59 -0.6050 -1.2921 7.6534  0.1310
H60 -1.1623 -3.5121 5.8859  0.0909
C21 -6.7719 1.6711 -1.4122  -0.0846
C22 -5.9813 2.8571 -0.9516  -0.3754
O11 -4.7825 2.5355 -0.3646  -0.0939
H61 -7.7590 2.0573 -1.8352  0.0977
H62 -6.8752 0.9894 -0.5536  0.0698
H63 -6.2615 1.1561 -2.2774  0.0788
H64 -6.6651 3.4579 -0.3560  0.1071
H65 -5.6423 3.4256 -1.8067  0.0952
H66 -4.8166 1.7183 0.1606  0.0311
C23 -0.6158 1.4516 -4.8393  -0.0713
C24 0.7644 1.9645 -4.5834  -0.2868
O12 1.3884 1.3319 -3.4913  -0.0829
H67 -1.0397 1.9156 -5.7127  0.0771
H68 -1.3898 1.5855 -4.0561  0.0767
H69 -0.5741 0.3877 -4.8794  0.0489
H70 0.7279 3.0557 -4.5043  0.1246
H71 1.2403 1.7993 -5.5200  0.1069
H72 2.2355 1.7934 -3.3192  0.0722
C25 -2.8030 0.2653 5.6701  -0.0725
C26 -4.1134 -0.1400 5.0561  -0.2818
O13 -3.8852 -0.5158 3.6966  -0.1161
H73 -2.8618 0.9424 6.4728  0.0595
H74 -2.2205 0.7871 4.9108  0.0801
H75 -2.3227 -0.6329 5.9974  0.0375
H76 -4.8558 0.6496 5.1170  0.1042
H77 -4.5448 -1.0301 5.6587  0.1336
H78 -3.9520 -1.4841 3.5711  0.0475
C27 1.0624 -2.0525 -4.2182  -0.0635
C28 0.1220 -2.4592 -3.1186  -0.2743
O14 -1.1703 -2.8742 -3.6711  -0.1394
H79 0.8184 -1.0331 -4.5909  0.0550
H80 1.0420 -2.8132 -5.0178  0.0898
H81 2.0987 -1.9223 -3.8009  0.0710
H82 0.0235 -1.7251 -2.3522  0.0827
H83 0.5921 -3.3596 -2.6767  0.1058
H84 -1.7419 -2.0607 -3.6217  0.0385
C29 -4.7070 -4.1185 4.8572  -0.0652
C30 -4.2188 -4.3946 3.4612  -0.2530
O15 -3.7899 -3.1476 2.8627  -0.1417
H85 -5.2938 -4.9301 5.2406  0.0705
H86 -5.3010 -3.2175 4.9170  0.0662
H87 -3.8634 -3.9790 5.5352  0.0660
H88 -5.0389 -4.7142 2.9159  0.0835
H89 -3.4030 -5.0839 3.3726  0.1122
H90 -3.0724 -3.2406 2.1848  0.0578
C31 0.4305 -4.3584 2.0651  -0.0434
C32 -0.5623 -3.4030 1.3628  -0.2864
O16 -1.8403 -3.9482 1.1152  -0.1041
H91 0.4155 -5.2597 1.5343  0.0430
H92 0.2880 -4.4278 3.0994  0.0478
H93 1.4658 -3.9704 1.9140  0.0613
H94 -0.0974 -2.9701 0.4879  0.1007
H95 -0.7300 -2.6235 2.1237  0.0936
H96 -1.8184 -4.1986 0.1455  0.0747
C33 -3.3869 5.0009 2.2177  -0.0524
C34 -1.8902 5.2070 1.9075  -0.3038
O17 -1.3290 4.1167 1.2329  -0.0822
H97 -3.4970 4.2043 2.9271  0.0664
H98 -3.7920 4.6131 1.2604  0.0716
H99 -3.8050 5.9357 2.5565  0.0730
H100 -1.2876 5.3144 2.8389  0.1168
H101 -1.8645 6.1190 1.3195  0.1044
H102 -1.8986 3.7413 0.5827  0.0454
C35 5.4593 2.3946 6.0620  -0.0718
C36 4.1461 1.7742 5.6908  -0.3124
O18 4.2179 0.6687 4.8110  -0.1017
H103 5.8713 2.7833 5.1674  0.0487
H104 6.1553 1.6550 6.5029  0.0914
H105 5.3705 3.2665 6.6824  0.0750
H106 3.6400 2.5880 5.2247  0.0943
H107 3.5948 1.4087 6.5447  0.1157
H108 3.2404 0.4493 4.6653  0.0761
C37 1.7527 5.4121 3.7235  -0.0847
C38 1.6497 4.7216 2.3859  -0.3263
O19 1.1241 3.4203 2.4426  -0.0578
H109 0.8586 5.8008 4.1913  0.0582
H110 2.4344 6.2815 3.5547  0.0846
H111 2.4095 4.8047 4.4028  0.0765
H112 2.6648 4.7251 2.0463  0.0744
H113 0.9520 5.2967 1.7152  0.1192
H114 0.2297 3.4835 2.2331  0.0048
C39 -1.9208 -2.3180 -8.1983  -0.0827
C40 -1.8430 -1.3050 -7.1151  -0.3136
O20 -2.5825 -0.1211 -7.3865  -0.0914
H115 -1.6010 -3.2524 -7.7813  0.0730
H116 -1.3795 -1.9750 -9.0949  0.0873
H117 -2.9699 -2.4804 -8.5750  0.0971
H118 -0.7987 -0.9853 -6.9539  0.1161
H119 -2.1781 -1.7190 -6.1667  0.0922
H120 -3.1278 -0.2615 -8.1693  0.0947
C41 4.2528 -4.2364 3.3884  -0.0804
C42 5.3382 -3.2802 2.9871  -0.3406
O21 4.7553 -2.2692 2.2545  -0.0898
H121 3.7485 -4.5851 2.4806  0.0505
H122 3.4480 -3.8091 4.0623  0.0890
H123 4.6487 -5.1793 3.8617  0.0916
H124 6.2194 -3.7348 2.4654  0.1333
H125 5.7070 -2.8519 3.8504  0.0831
H126 5.3361 -1.5136 2.1592  0.0500
C43 4.7246 0.7445 -4.5368  -0.0613
C44 5.0412 1.6531 -3.3232  -0.2723
O22 3.9315 2.5410 -3.2001  -0.1350
H127 3.8911 0.1165 -4.3574  0.0362
H128 5.6152 0.1536 -4.7442  0.0815
H129 4.4500 1.3609 -5.3414  0.0572
H130 5.9435 2.3595 -3.3955  0.1373
H131 5.1613 1.0379 -2.4278  0.0828
H132 3.9064 3.0930 -2.3618  0.0901
C45 3.7400 -6.2012 -0.8051  -0.0827
C46 2.3691 -6.8752 -0.6544  -0.2847
O23 1.3145 -6.2662 -1.4736  -0.1048
H133 3.9368 -5.7745 -1.7958  0.0833
H134 4.4741 -6.8792 -0.3416  0.0837
H135 3.7002 -5.3192 -0.2288  0.0156
H136 2.0331 -7.0778 0.4281  0.1269
H137 2.4469 -7.8991 -1.0548  0.0973
H138 0.7569 -5.6810 -0.9383  0.0542
C47 -2.2785 5.5627 -2.3697  -0.0721
C48 -2.3047 4.0622 -2.0195  -0.2824
O24 -0.9673 3.6460 -1.9013  -0.1155
H139 -1.7461 5.7003 -3.3101  0.0661
H140 -1.7877 6.2064 -1.6103  0.0743
H141 -3.2992 5.9534 -2.4841  0.0764
H142 -2.7613 3.4684 -2.8265  0.1179
H143 -2.8636 3.9728 -1.0645  0.0847
H144 -0.8826 2.6528 -1.9470  0.0843
C49 -1.2243 0.0203 0.3895  -0.0559
C50 -0.0110 0.3538 -0.5296  -0.2128
O25 -0.5378 0.7007 -1.8511  -0.1658
H145 -1.0601 -0.4575 1.3526  0.0569
H146 -1.9458 -0.6083 -0.1180  0.0517
H147 -1.8593 0.8838 0.6116  0.0740
H148 0.5946 -0.5613 -0.6650  0.0930
H149 0.5487 1.1953 -0.0145  0.1192
H150 0.2181 0.9981 -2.4417  0.0440